This record from the Open Molecules 2025 dataset describes a structure of composition C3H3N3OS at a distorted geometry. The level of theory is the ωB97M-V functional and the def2-TZVPD basis.

Its energy above the lowest of the compared OMol25 structures with the same formula, charge and spin is 414.75 kJ/mol. The LUMO energy comes out at -0.48 eV. Its multiplicity is 1. As for the total charge: 0.

Each line ends with the Löwdin charge.
CARTESIAN COORDINATES (ANGSTROEM)
C 0.9042 0.2117 -0.1439  -0.11
C -0.5516 0.0350 -0.0243  -0.37
C -1.6551 0.9442 0.1090  -0.28
H 3.5679 -1.3698 0.3740  0.21
H 1.3018 1.2620 -0.3436  0.14
H -1.6041 2.1112 -0.0527  0.15
N 1.7046 -0.7823 0.1676  -0.03
N -2.8943 0.5020 0.0609  -0.30
N -1.0364 -1.2348 0.0547  -0.21
O 3.0438 -0.4989 -0.1180  -0.13
S -2.7807 -1.1804 -0.0839  0.92

This record from the Open Molecules 2025 dataset describes a structure of composition C24H49ClN8O5P2S2 at a distorted geometry. The level of theory is the ωB97M-V functional and the def2-TZVPD basis.

The LUMO energy comes out at -1.14 eV. Its multiplicity is 1. As for the total charge: 0.

Each line ends with the Löwdin charge.
CARTESIAN COORDINATES (ANGSTROEM)
O -3.8834 0.7369 -1.2128  0.02
C -2.8456 0.1312 -1.0233  -0.24
C -2.1659 0.0867 0.4121  -0.09
C -1.7268 -1.4106 0.6720  -0.14
C -2.6033 -2.4628 0.1693  0.03
C -2.2611 -3.9065 0.4158  -0.34
N -3.0821 -4.9388 -0.0170  -0.23
S -2.2015 -6.2720 0.5177  0.94
N -0.8443 -5.6080 1.2416  -0.26
C -0.9770 -4.2274 1.1534  -0.30
C -0.1018 -3.1239 1.6550  0.05
C -0.4534 -1.7135 1.4394  -0.13
C 0.4482 -0.5750 2.0092  -0.17
C 1.4682 0.0369 0.9746  -0.20
C 2.1999 1.2395 1.7370  -0.23
C 3.3713 1.8993 0.9004  -0.25
S 2.9564 2.1801 -0.8643  0.39
O 2.8997 0.9426 -1.6402  -0.35
O 3.9047 3.0963 -1.5145  -0.37
Cl 1.0968 3.1211 -0.9472  0.36
H -2.3750 -0.4536 -1.8806  0.14
H -1.2588 0.7668 0.4158  0.10
H -2.8963 0.4207 1.2089  0.14
H -3.5646 -2.2578 -0.3724  0.12
H 0.8242 -3.3852 2.2221  0.11
H -0.2315 0.2465 2.3896  0.12
H 1.0137 -1.0068 2.8892  0.12
H 2.2936 -0.6707 0.6713  0.13
H 0.9225 0.4263 0.0670  0.07
H 2.6734 0.8519 2.6900  0.12
H 1.4493 2.0172 2.0787  0.11
H 3.6474 2.8978 1.3530  0.12
H 4.2632 1.2157 0.9850  0.11
O -7.5085 3.0492 -6.5992  -0.31
P -6.3638 2.9242 -5.5917  0.74
N -7.1703 3.8514 -4.3956  -0.35
C -6.9231 5.1729 -3.8710  -0.14
C -8.2793 3.2006 -3.7175  -0.13
N -5.2401 3.7982 -6.5567  -0.30
C -4.4955 4.9725 -6.1409  -0.14
C -5.5730 3.9617 -7.9709  -0.15
N -5.0243 2.6238 -4.4629  -0.28
C -4.7036 1.1789 -4.5455  -0.14
C -4.8639 3.0435 -3.0816  -0.13
H -6.7964 5.1551 -2.7808  0.08
H -7.7633 5.8460 -4.0833  0.08
H -6.0323 5.6505 -4.2697  0.05
H -7.9164 2.3822 -3.0792  0.07
H -8.9840 2.7740 -4.4378  0.07
H -8.8473 3.8855 -3.0863  0.08
H -5.1235 5.8702 -6.1359  0.08
H -3.6696 5.1673 -6.8332  0.08
H -4.0214 4.8527 -5.1666  0.07
H -6.3472 4.7315 -8.1099  0.09
H -5.9341 3.0316 -8.4069  0.07
H -4.7026 4.2572 -8.5622  0.08
H -5.5124 0.5776 -4.1169  0.08
H -3.7724 0.9298 -4.0336  0.07
H -4.5795 0.8811 -5.5928  0.08
H -5.6887 2.7355 -2.4337  0.09
H -4.7028 4.1190 -3.0057  0.07
H -3.9529 2.6142 -2.6566  0.07
O 4.3299 -1.9665 2.6294  -0.32
P 5.2688 -2.9197 3.3728  0.75
N 4.5737 -2.5840 4.9038  -0.35
C 5.0745 -1.8708 6.0554  -0.14
C 3.2596 -3.1549 5.1525  -0.13
N 6.6876 -2.0202 3.0093  -0.30
C 7.6407 -1.5068 3.9771  -0.14
C 6.5907 -1.0466 1.9235  -0.15
N 6.3351 -4.1312 4.1163  -0.29
C 6.2957 -5.3352 3.2509  -0.14
C 6.4162 -4.5705 5.4981  -0.12
H 5.0523 -2.4967 6.9563  0.08
H 4.4635 -0.9846 6.2681  0.08
H 6.0997 -1.5258 5.9540  0.05
H 3.3213 -4.2494 5.2325  0.07
H 2.5681 -2.9192 4.3371  0.05
H 2.8049 -2.7813 6.0710  0.08
H 7.2594 -0.6162 4.4885  0.08
H 8.5708 -1.2130 3.4799  0.08
H 7.9412 -2.2510 4.7145  0.07
H 6.0555 -0.1406 2.2503  0.08
H 6.0696 -1.4594 1.0609  0.07
H 7.5751 -0.7376 1.5647  0.08
H 5.3149 -5.8194 3.3058  0.08
H 7.0629 -6.0645 3.5176  0.08
H 6.4754 -5.0541 2.2075  0.08
H 5.4648 -4.9316 5.8987  0.08
H 6.8277 -3.7938 6.1417  0.07
H 7.1324 -5.3941 5.5903  0.09

This record from the Open Molecules 2025 dataset describes a structure of composition C16H27CuI2N3OSi2 at a distorted geometry. The level of theory is the ωB97M-V functional and the def2-TZVPD basis.

Its energy above the lowest of the compared OMol25 structures with the same formula, charge and spin is 61.89 kJ/mol. The LUMO energy comes out at 2.30 eV. Its multiplicity is 1. As for the total charge: -1.

Each line ends with the Löwdin charge.
CARTESIAN COORDINATES (ANGSTROEM)
Cu 0.3754 1.1203 -1.0148  0.23
I -2.7614 4.7008 1.2060  0.82
C -3.0915 2.8576 0.2446  -0.64
C -4.3186 2.2168 0.3601  -0.25
C -4.5361 1.0180 -0.2753  -0.67
I -6.4129 0.0791 0.0115  0.81
C -3.5435 0.4294 -1.0855  -0.22
C -3.6871 -0.7707 -1.8173  -0.06
C -2.6618 -1.2038 -2.6151  -0.06
C -1.4781 -0.4641 -2.6838  -0.13
N -1.2814 0.6325 -1.9748  0.05
C -2.2941 1.0954 -1.1909  -0.13
C -1.9973 2.3194 -0.4574  -0.48
O -0.8331 2.8188 -0.4688  -0.15
H -5.0936 2.6667 0.9654  0.07
H -4.6057 -1.3371 -1.7456  0.05
H -2.7646 -2.1053 -3.2051  0.10
H -0.6574 -0.7794 -3.3175  0.11
C 2.0297 -0.7941 3.0995  -0.21
Si 0.5614 -0.2699 2.0034  0.40
C 0.3326 1.5643 2.4525  -0.19
C -0.9543 -1.1535 2.7483  -0.19
C 0.7037 -0.6133 0.1870  -0.39
Si 1.9489 -1.8054 -0.4736  0.39
C 3.5506 -2.1207 0.5077  -0.21
C 1.1838 -3.5302 -0.7596  -0.20
C 2.6173 -1.2817 -2.1862  -0.20
H 1.8661 -0.4668 4.1296  0.02
H 2.9656 -0.3479 2.7514  0.01
H 2.1621 -1.8784 3.1078  0.01
H 0.1926 1.6941 3.5303  0.02
H -0.5373 1.9888 1.9476  0.00
H 1.1958 2.1690 2.1558  0.01
H -1.0973 -0.9108 3.8051  0.02
H -0.8494 -2.2388 2.6605  0.02
H -1.8655 -0.8674 2.2137  0.02
H -0.2645 -1.0702 -0.0757  -0.02
H 3.3642 -2.6449 1.4467  0.01
H 4.0579 -1.1827 0.7510  0.02
H 4.2404 -2.7276 -0.0848  0.02
H 0.8175 -3.9540 0.1795  0.02
H 1.8921 -4.2390 -1.1984  0.01
H 0.3263 -3.4484 -1.4348  0.01
H 3.3602 -0.4834 -2.0896  0.01
H 1.8120 -0.9019 -2.8209  0.00
H 3.0981 -2.1185 -2.7029  0.02
N 2.0699 3.6106 -1.6551  -0.04
N 2.1093 2.3349 -1.0208  -0.09
H 2.6170 4.2868 -1.1352  0.06
H 1.1006 3.9045 -1.6239  0.05
H 2.1245 2.3893 -0.0072  0.07
H 2.9107 1.8127 -1.3442  0.07